Entry 1:
Density functional theory data (wB97M-V/def2-TZVPD) for a molecular structure, C18H21F6N2OPSe2Sr at a distorted geometry.

Element x y z (Å)
1 Sr -0.670 -0.512 -0.784
2 Se -0.481 -2.998 1.224
3 P 1.465 -2.221 0.675
4 Se 1.928 -2.296 -1.422
5 C 1.491 -0.458 1.220
6 C 1.950 0.588 0.419
7 C 1.966 1.891 0.901
8 C 1.546 2.158 2.194
9 C 1.100 1.120 3.003
10 C 1.068 -0.176 2.520
11 C 2.792 -2.970 1.672
12 C 4.091 -2.492 1.532
13 C 5.114 -3.047 2.280
14 C 4.847 -4.085 3.166
15 C 3.552 -4.563 3.300
16 C 2.521 -4.006 2.555
17 H 2.265 0.389 -0.603
18 H 2.294 2.695 0.257
19 H 1.552 3.175 2.564
20 H 0.761 1.327 4.010
21 H 0.687 -0.979 3.138
22 H 4.308 -1.694 0.831
23 H 6.124 -2.674 2.171
24 H 5.649 -4.520 3.746
25 H 3.339 -5.373 3.985
26 H 1.509 -4.375 2.661
27 N -0.976 0.094 -3.364
28 C -1.928 -0.824 -4.006
29 C -3.204 -0.932 -3.188
30 N -2.941 -1.487 -1.847
31 H -1.386 1.022 -3.281
32 H -0.139 0.194 -3.927
33 H -1.456 -1.808 -4.085
34 H -2.192 -0.512 -5.022
35 H -3.933 -1.528 -3.744
36 H -3.630 0.063 -3.057
37 H -2.892 -2.500 -1.879
38 H -3.709 -1.255 -1.226
39 C -2.834 3.419 0.795
40 C -2.290 2.836 -0.514
41 O -1.782 1.599 -0.375
42 C -1.185 3.783 -1.052
43 F -0.241 3.974 -0.114
44 F -1.636 5.001 -1.406
45 F -0.554 3.270 -2.128
46 C -3.457 2.798 -1.539
47 F -3.044 2.454 -2.786
48 F -4.359 1.866 -1.176
49 F -4.123 3.956 -1.665
50 H -2.041 3.367 1.538
51 H -3.662 2.800 1.136
52 H -3.176 4.449 0.695

## Properties
E_tot   -6657.61015 Eh
Lowest unoccupied orbital energy   0.17 eV

These are the Mulliken partial charges, in e, on atoms 1 to 8: 1.617 -0.380 0.704 -0.387 -0.443 0.356 -0.475 -0.453

Entry 2:
Density functional theory data (wB97M-V/def2-TZVPD) for C18H21FN2O2S in the gas phase at a distorted geometry.

Element x y z (Å)
1 C 2.638 -0.353 2.029
2 O 2.201 -0.822 0.774
3 C 2.764 -1.946 0.257
4 C 3.722 -2.699 0.931
5 C 4.291 -3.818 0.350
6 C 3.913 -4.175 -0.930
7 F 4.472 -5.259 -1.505
8 C 2.975 -3.442 -1.626
9 C 2.372 -2.334 -1.039
10 C 1.346 -1.643 -1.870
11 O 1.465 -1.603 -3.076
12 C 0.141 -1.054 -1.181
13 C -1.143 -1.510 -1.887
14 C -2.352 -0.786 -1.305
15 C -2.143 0.731 -1.377
16 N -0.914 1.171 -0.744
17 C -0.968 1.204 0.706
18 C -1.920 2.254 1.165
19 C -3.029 2.129 1.943
20 N -3.714 3.272 2.184
21 C -3.181 4.290 1.614
22 C -3.701 5.674 1.687
23 S -1.727 3.913 0.698
24 C 0.230 0.490 -1.290
25 H 2.413 -1.067 2.827
26 H 3.709 -0.131 2.025
27 H 2.083 0.567 2.208
28 H 4.036 -2.422 1.924
29 H 5.026 -4.403 0.881
30 H 2.694 -3.720 -2.630
31 H 0.115 -1.345 -0.130
32 H -1.261 -2.591 -1.778
33 H -1.052 -1.285 -2.952
34 H -3.252 -1.052 -1.860
35 H -2.500 -1.090 -0.265
36 H -2.981 1.253 -0.910
37 H -2.091 1.037 -2.426
38 H 0.038 1.448 1.061
39 H -1.266 0.246 1.163
40 H -3.388 1.211 2.372
41 H -3.926 6.049 0.689
42 H -2.961 6.335 2.136
43 H -4.606 5.684 2.289
44 H 1.130 0.843 -0.784
45 H 0.301 0.749 -2.350

## Properties
E_tot   -1456.54019 Eh
SMILES   COc1ccc(F)cc1C(=O)[C@@H]1CCCN(Cc2cnc(C)s2)C1
Lowest unoccupied orbital energy   0.29 eV

These are the Mulliken partial charges, in e, on atoms 1 to 8: -1.033 -0.171 0.513 -0.671 -0.703 0.235 -0.336 -0.901

Entry 3:
Density functional theory data (wB97M-V/def2-TZVPD) for C18H21FN4OS in the gas phase at a distorted geometry.

Element x y z (Å)
1 C 4.966 -3.588 -4.304
2 O 5.100 -2.759 -3.136
3 C 3.943 -2.675 -2.301
4 C 4.138 -1.542 -1.302
5 N 2.927 -1.381 -0.514
6 C 2.600 -2.134 0.627
7 C 3.460 -3.084 1.376
8 C 1.296 -1.854 0.976
9 C 0.802 -0.844 0.067
10 C -0.477 -0.193 0.276
11 N -1.468 -0.834 0.835
12 N -2.690 -0.236 1.169
13 C -2.893 1.010 1.298
14 N -4.168 1.270 1.632
15 C -4.748 2.493 1.995
16 C -4.063 3.539 2.624
17 C -4.777 4.687 3.050
18 C -6.156 4.777 2.818
19 C -6.781 3.772 2.080
20 C -6.110 2.613 1.661
21 F -6.727 1.597 1.003
22 S -1.631 2.201 1.069
23 C -0.615 1.263 -0.116
24 C 1.813 -0.529 -0.864
25 C 1.771 0.440 -2.039
26 H 4.512 -4.544 -4.048
27 H 4.337 -3.119 -5.043
28 H 5.970 -3.787 -4.807
29 H 3.074 -2.469 -2.957
30 H 3.704 -3.592 -1.758
31 H 4.359 -0.586 -1.857
32 H 4.997 -1.793 -0.661
33 H 2.930 -3.362 2.281
34 H 4.399 -2.577 1.626
35 H 3.650 -3.964 0.742
36 H 0.749 -2.332 1.804
37 H -4.803 0.523 1.409
38 H -3.029 3.496 2.952
39 H -4.362 5.424 3.710
40 H -6.708 5.657 3.187
41 H -7.827 3.845 1.837
42 H -1.151 1.375 -1.071
43 H 0.392 1.761 -0.192
44 H 2.291 0.002 -2.909
45 H 0.729 0.650 -2.392
46 H 2.275 1.379 -1.834

## Properties
E_tot   -1490.73287 Eh
SMILES   COCCn1c(C)cc(C2=NN=C(Nc3ccccc3F)SC2)c1C
Lowest unoccupied orbital energy   0.55 eV

These are the Mulliken partial charges, in e, on atoms 1 to 8: -0.728 -0.340 -0.131 -1.146 0.296 0.688 -1.471 -0.835

Entry 4:
Density functional theory data (wB97M-V/def2-TZVPD) for a molecular structure, C18H21MnNO4 at a distorted geometry.

Element x y z (Å)
1 C 0.504 -3.980 -3.277
2 C 0.208 -3.826 -1.776
3 C -1.039 -2.988 -1.507
4 N -0.804 -1.537 -1.744
5 C -0.283 -0.843 -0.609
6 C -1.076 -0.480 0.478
7 C -0.528 0.245 1.520
8 C 0.825 0.605 1.526
9 C 1.653 0.220 0.484
10 C 1.090 -0.493 -0.557
11 O 1.875 -0.874 -1.644
12 C 1.950 0.061 -2.634
13 C 1.682 -0.546 -4.022
14 C 1.328 1.415 2.682
15 O 2.449 1.273 3.092
16 C 0.343 2.384 3.244
17 C 0.868 3.677 3.780
18 C -0.964 2.041 3.222
19 C -2.090 2.915 3.693
20 C -3.180 2.881 2.628
21 O -3.094 3.537 1.625
22 C -1.362 0.715 2.668
23 O -2.292 0.073 3.079
24 H 1.323 -3.325 -3.571
25 H 0.775 -4.997 -3.541
26 H -0.354 -3.685 -3.883
27 H 1.044 -3.276 -1.342
28 H 0.109 -4.791 -1.288
29 H -1.420 -3.161 -0.498
30 H -1.824 -3.290 -2.200
31 H -1.685 -1.104 -1.992
32 H -2.122 -0.759 0.491
33 H 2.707 0.467 0.501
34 H 1.072 0.735 -2.337
35 H 2.863 0.662 -2.620
36 H 1.162 0.162 -4.721
37 H 2.622 -0.768 -4.524
38 H 1.089 -1.451 -3.908
39 H 1.931 3.782 3.592
40 H 0.365 4.501 3.269
41 H 0.670 3.793 4.844
42 H -2.505 2.526 4.624
43 H -1.768 3.948 3.786
44 H -4.027 2.198 2.784
45 Mn -0.091 1.359 -3.416

## Properties
Spin multiplicity   6
E_tot   -2204.38062 Eh
Charge   +2
Lowest unoccupied orbital energy (alpha / beta)   -11.56 / -11.56 eV

These are the Mulliken partial charges, in e, on atoms 1 to 8: -1.100 -0.031 -0.833 0.223 -1.020 -0.731 0.293 0.734

Entry 5:
Density functional theory data (wB97M-V/def2-TZVPD) for 2 unconnected molecules or ions with the total composition C18H21N2O11PS at a distorted geometry.

Element x y z (Å)
1 N 0.241 -2.154 1.535
2 C 1.622 -1.825 2.070
3 O 2.517 -2.806 2.346
4 C 2.091 -0.263 2.298
5 C 2.865 0.255 0.950
6 C 2.050 1.400 0.084
7 C 2.783 1.491 -1.379
8 O 2.901 0.221 -2.106
9 C 1.613 -0.272 -2.609
10 C 0.388 0.618 -3.234
11 C -1.050 0.011 -3.782
12 C -1.266 -1.614 -3.745
13 C -0.046 -2.599 -3.165
14 C 1.372 -1.927 -2.585
15 O 0.574 1.130 0.094
16 C -0.253 2.041 0.922
17 O -1.576 2.170 1.051
18 O 0.798 2.785 1.672
19 C 1.954 2.942 0.726
20 N 3.050 3.339 1.737
21 C 4.277 3.397 1.126
22 O 5.416 3.332 0.392
23 P 1.293 4.352 -0.398
24 O 0.271 3.825 -1.705
25 O 0.261 5.350 0.649
26 S 2.657 5.535 -1.114
27 H 0.202 -1.824 0.544
28 H -0.436 -1.635 2.139
29 H 1.196 0.401 2.651
30 H 2.878 -0.283 3.189
31 H 3.105 -0.728 0.314
32 H 3.937 0.636 1.311
33 H 2.330 2.277 -2.118
34 H 3.900 1.855 -1.167
35 H 0.526 1.778 -3.305
36 H -1.914 0.702 -4.200
37 H -2.269 -2.107 -4.123
38 H -0.233 -3.772 -3.183
39 H 2.211 -2.659 -2.171
40 H 0.505 4.367 -2.534
41 H -0.691 5.053 0.431
42 C -3.600 -2.621 3.189
43 C -3.796 -2.225 1.740
44 C -5.096 -2.703 1.163
45 O -4.791 -2.864 -0.211
46 C -3.448 -3.105 -0.286
47 O -2.874 -3.490 -1.289
48 O -2.837 -2.857 0.911
49 H -3.305 -3.674 3.280
50 H -2.788 -2.031 3.632
51 H -4.502 -2.450 3.781
52 H -3.688 -1.140 1.624
53 H -5.897 -1.970 1.294
54 H -5.426 -3.667 1.565

## Properties
E_tot   -2374.68772 Eh
SMILES   NC(=O)CC[C@@]1(COc2ccccc2)OC(=O)O[C@]1(N=C=O)P(O)(O)=S.C[C@@H]1COC(=O)O1
Lowest unoccupied orbital energy   -1.40 eV

These are the Mulliken partial charges, in e, on atoms 1 to 8: -0.392 0.119 -0.545 -0.257 -0.736 0.810 -0.512 -0.396